ORCA calculation (wB97M-V/def2-TZVPD) on a cluster of 2 separate species, C20H41Cl2O4P in total in a non-equilibrium geometry.

Geometry as XYZ:
```
68
Properties=species:S:1:pos:R:3:lowdin_charge:R:1
C 6.9803 -3.2784 1.8970 -0.14
C 6.8414 -3.5337 0.2498 -0.26
C 5.5139 -2.8199 -0.4007 -0.23
C 5.5940 -1.1508 -0.4029 -0.50
C 7.1380 -0.6246 -0.2418 -0.16
P 4.3819 -0.5415 0.9404 0.94
C 2.6375 -1.1169 0.2904 -0.39
C 1.5213 -1.2500 1.5004 -0.25
C 0.1543 -0.5000 0.9894 -0.23
C -0.9306 -1.5331 0.2485 -0.16
C -2.3961 -1.3840 1.0106 -0.21
O -2.7078 -2.6046 1.8178 -0.27
C -1.5971 -2.8322 2.8006 -0.10
C 4.2386 1.3609 1.0120 -0.70
Cl 2.6812 2.2233 0.3751 0.45
C 5.2788 2.2965 1.5811 -0.62
C 6.6970 1.7261 2.1726 -0.15
Cl 4.9543 4.1582 1.6263 0.47
H 6.5259 -2.2310 2.1766 0.03
H 6.3983 -4.1207 2.5025 0.09
H 8.1082 -3.2669 2.2137 0.08
H 6.6633 -4.7101 0.1518 0.11
H 7.8461 -3.3224 -0.3240 0.10
H 5.3640 -3.1292 -1.5347 0.12
H 4.5836 -3.2184 0.2303 0.10
H 5.1936 -0.7436 -1.4355 0.11
H 7.8839 -1.1795 -0.9805 0.09
H 7.5871 -0.7691 0.8371 0.06
H 7.1924 0.5279 -0.4744 0.08
H 2.7027 -2.2032 -0.2004 0.09
H 2.2750 -0.4123 -0.6024 0.08
H 1.9297 -0.8888 2.5362 0.10
H 1.2414 -2.4048 1.6119 0.10
H -0.3064 0.0515 1.9177 0.10
H 0.3826 0.3306 0.1855 0.08
H -1.1041 -1.1409 -0.8569 0.11
H -0.5395 -2.6414 0.1994 0.11
H -2.4163 -0.4900 1.7967 0.12
H -3.2615 -1.1249 0.2356 0.13
H -1.1732 -1.7803 3.1188 0.10
H -2.0003 -3.3789 3.7536 0.10
H -0.7833 -3.4726 2.2551 0.09
H 7.0969 2.3292 3.1224 0.10
H 7.5162 1.9309 1.3287 0.09
H 6.7260 0.5654 2.3597 0.06
C -8.2031 0.4841 -3.8297 -0.11
O -7.3331 1.4765 -3.3153 -0.21
C -7.9639 2.7560 -3.2257 -0.19
C -7.1965 3.6614 -2.2608 -0.17
O -7.4986 3.3971 -0.8839 -0.14
C -6.9352 2.1939 -0.3437 -0.17
C -5.4290 2.2973 -0.0986 -0.19
O -4.7108 2.0986 -1.3176 -0.21
C -3.3976 2.6329 -1.2625 -0.11
H -8.5311 0.7474 -4.8392 0.09
H -7.6591 -0.4640 -3.8682 0.09
H -9.0687 0.3569 -3.1719 0.09
H -8.9972 2.6447 -2.8781 0.13
H -7.9605 3.1977 -4.2285 0.12
H -7.5217 4.6930 -2.4347 0.13
H -6.1194 3.6359 -2.4394 0.12
H -7.1934 1.3279 -0.9558 0.12
H -7.4259 2.0551 0.6259 0.13
H -5.1133 1.5172 0.6022 0.12
H -5.1935 3.2812 0.3250 0.13
H -3.4342 3.7163 -1.1136 0.09
H -2.9047 2.4321 -2.2167 0.09
H -2.8229 2.1592 -0.4606 0.08
```

For the HOMO energy, the calculation gives -8.3017 eV. The largest force on an atom comes out at 4.96 eV/Å. The orbital gap is 8.645 eV. The total energy is -2348.9628 a.u. The charge is 0.